[1]
Computed, not measured: 9 unconnected molecules or ions with the total composition C9H36N6O9 at a distorted geometry, with wB97M-V/def2-TZVPD.

Frontier orbital gap ... 9.40 eV
Multiplicity ... 1
Energy relative to the best compared isomer or geometry (same formula, charge and spin) ... 3.997 eV
Highest occupied orbital energy ... -9.4 eV
LUMO ... 0.00171 hartree
DFT total energy ... -37282.251 eV
SMILES ... NC(N)=O.NC(N)=O.NC(N)=O.CO.CO.CO.CO.CO.CO

CARTESIAN COORDINATES (ANGSTROEM)
N 6.10847 -4.58548 1.56527
C 5.79166 -3.34228 1.59195
N 4.54700 -3.13084 1.47397
O 6.49291 -2.34318 1.74769
H 5.36881 -5.27296 1.54564
H 7.03876 -4.88488 1.82025
H 4.24225 -2.21706 1.77767
H 3.91049 -3.90692 1.36147
N 4.85602 2.97223 2.81723
C 4.13231 2.59136 3.81040
N 3.98812 3.55483 4.71353
O 3.77190 1.41866 3.92087
H 5.02835 3.95968 2.69336
H 4.89237 2.32835 2.03994
H 3.21124 3.36337 5.32989
H 4.30801 4.51077 4.65066
N -6.73766 0.54331 -0.21874
C -6.48635 1.78944 -0.59833
N -5.27457 2.26778 -0.30417
O -7.26728 2.22859 -1.35276
H -6.25755 0.06712 0.53149
H -7.58919 0.11562 -0.55351
H -4.68222 1.83200 0.38816
H -5.01472 3.16317 -0.69256
C -2.46520 -1.10101 3.75877
O -2.74567 0.19183 3.23674
H -3.32439 -1.73314 3.53444
H -1.57215 -1.46416 3.25015
H -2.25116 -1.26669 4.81462
H -3.59849 0.47838 3.57169
C -0.00675 -0.22156 -1.14785
O 1.03011 0.46832 -0.51280
H -0.27472 -1.13471 -0.61639
H -0.85782 0.45911 -1.16959
H 0.30869 -0.29801 -2.18840
H 0.82089 0.40586 0.42203
C 0.03829 5.70941 1.36541
O -1.18065 5.97635 1.96764
H 0.83421 5.53268 2.08885
H -0.08853 4.84362 0.71547
H 0.39427 6.60004 0.84758
H -1.62394 6.64004 1.43414
C -3.92663 -5.94643 -0.38491
O -3.67811 -6.38139 0.97341
H -5.01057 -5.88634 -0.48279
H -3.47341 -4.95526 -0.40181
H -3.63937 -6.62498 -1.18811
H -4.48808 -6.80556 1.26605
C -1.66476 -3.55264 -6.20649
O -1.83036 -3.85394 -7.56189
H -2.06318 -2.56056 -5.99402
H -2.25285 -4.24393 -5.60287
H -0.61954 -3.50760 -5.90058
H -2.73269 -3.61404 -7.78514
C 4.14174 3.58470 -4.64514
O 3.18812 3.74626 -3.58814
H 4.68027 2.64827 -4.49964
H 3.58751 3.50917 -5.58068
H 4.85739 4.39683 -4.77317
H 3.10862 2.93827 -3.07585


[2]
Computed, not measured: 9 unconnected molecules or ions with the total composition C9H36N6O9 at a distorted geometry, with wB97M-V/def2-TZVPD.

Frontier orbital gap ... 9.49 eV
Multiplicity ... 1
Energy relative to the best compared isomer or geometry (same formula, charge and spin) ... 1.262 eV
Highest occupied orbital energy ... -9.1 eV
LUMO ... 0.01570 hartree
DFT total energy ... -37284.986 eV
SMILES ... NC(N)=O.NC(N)=O.NC(N)=O.CO.CO.CO.CO.CO.CO

CARTESIAN COORDINATES (ANGSTROEM)
N -2.99504 3.73971 0.75696
C -1.94181 3.54943 1.65745
N -2.26206 2.86874 2.87734
O -0.81814 3.95651 1.43244
H -2.88870 4.01511 -0.21457
H -3.78505 3.09153 0.71890
H -3.25954 2.81780 3.02723
H -1.76141 3.13548 3.73298
N -0.26248 0.87821 -3.17180
C -0.76936 2.16739 -3.08867
N -0.02875 3.12902 -3.76320
O -1.78832 2.47782 -2.47966
H 0.66651 0.60289 -3.41905
H -0.90669 0.19825 -2.78645
H -0.47592 4.01769 -3.84099
H 0.47267 2.86725 -4.60710
N -0.06846 -1.42861 -0.95051
C -0.00176 -2.40967 0.10853
N -0.11562 -1.94265 1.41341
O 0.23316 -3.59806 -0.14962
H 0.02329 -1.84220 -1.86544
H 0.48096 -0.59314 -0.79428
H -0.62040 -1.09170 1.58456
H -0.39910 -2.64322 2.05163
C 3.22539 -3.21081 2.48990
O 3.52267 -1.91940 3.00010
H 2.53275 -3.71718 3.17931
H 2.78014 -3.09835 1.50132
H 4.17043 -3.72057 2.34705
H 4.13042 -1.96694 3.74200
C 3.54780 -1.72709 -1.54799
O 3.04915 -0.53389 -2.15644
H 3.57797 -2.56463 -2.26644
H 4.52630 -1.49967 -1.14797
H 2.89519 -2.03634 -0.73154
H 2.42273 -0.14076 -1.49702
C 3.15004 1.49292 2.94901
O 2.77593 0.42282 2.09771
H 4.15540 1.31108 3.37966
H 3.22863 2.29481 2.16813
H 2.42776 1.80428 3.72821
H 2.99606 -0.40501 2.56943
C -3.55872 -2.73399 -3.38329
O -2.99466 -2.32535 -4.62324
H -2.84015 -2.45405 -2.57904
H -4.55368 -2.26099 -3.30797
H -3.64284 -3.84996 -3.28625
H -3.38093 -2.78248 -5.40816
C 0.56848 1.77381 0.25442
O 1.39280 0.65385 -0.19518
H 1.03440 2.71352 0.22742
H -0.42465 1.92020 -0.16791
H 0.40932 1.49221 1.29551
H 1.90386 0.38840 0.52650
C -3.54863 -0.37385 1.22274
O -2.32929 -0.28648 1.93462
H -3.42190 -0.34733 0.10744
H -4.05934 -1.29639 1.51205
H -4.22465 0.45460 1.50432
H -2.17212 0.56543 2.33150


[3]
Computed, not measured: 8 unconnected molecules or ions with the total composition C9H36NO7 at a distorted geometry, with wB97M-V/def2-TZVPD.

Frontier orbital gap ... 10.25 eV
Multiplicity ... 1
Energy relative to the best compared isomer or geometry (same formula, charge and spin) ... 0.269 eV
Highest occupied orbital energy ... -12.6 eV
LUMO ... -0.08508 hartree
DFT total energy ... -25734.836 eV
Net charge ... +1

CARTESIAN COORDINATES (ANGSTROEM)
N -0.43424 0.41221 -1.54520
H 0.33147 1.04161 -1.79998
H -0.17991 -0.56655 -1.70984
H -1.34873 0.66149 -1.96520
H -0.64876 0.48783 -0.54341
O 0.50934 -1.81493 -2.96166
H 0.21216 -2.60681 -3.42589
H 1.47359 -1.85483 -3.00327
O -3.10944 1.16783 -1.93668
H -3.18962 1.55662 -1.04530
H -3.99470 0.86164 -2.16210
O 1.76683 2.09536 -2.47146
H 2.19329 2.69287 -3.09492
H 1.89006 2.51208 -1.59889
O 1.37092 2.62698 0.24436
H 2.29017 2.73083 0.52460
H 0.90303 3.35547 0.66991
C -4.07768 2.94557 1.78102
C -2.54845 2.85629 1.63628
C -1.80614 2.55192 2.90668
O -2.37327 1.76153 0.71247
H -4.53465 3.08495 0.80345
H -4.40419 3.76010 2.43372
H -4.49083 2.04724 2.24501
H -2.19500 3.74994 1.12051
H -2.03267 1.57948 3.34450
H -2.03606 3.34133 3.62980
H -0.71963 2.65211 2.84382
H -2.41886 0.90784 1.15688
C -2.28599 -2.22853 -0.57788
C -1.62384 -2.20167 0.78726
C -0.62605 -3.34514 0.79950
O -0.80294 -1.00630 0.86368
H -2.96150 -3.08387 -0.61980
H -1.61787 -2.16527 -1.42894
H -2.97952 -1.38909 -0.70502
H -2.27443 -2.24356 1.66475
H -0.05321 -3.42532 1.72984
H 0.14414 -3.28297 0.03078
H -1.14521 -4.30303 0.69330
H -0.47216 -1.02811 1.77195
C 3.18692 -0.99404 -0.90497
C 4.20707 -1.84073 -0.18536
C 5.38736 -0.99494 0.30056
O 3.53789 -2.42906 0.94028
H 3.58170 -0.61865 -1.85577
H 2.94448 -0.04973 -0.41170
H 2.27558 -1.57166 -1.05671
H 4.57221 -2.69748 -0.75701
H 5.02116 -0.21500 0.96862
H 5.87603 -0.49155 -0.53650
H 6.14536 -1.60626 0.78673
H 3.56479 -3.38604 0.91319